# 1
Computed, not measured: C10H30ClO5S2 as an isolated structure at a distorted geometry, with ωB97M-V/def2-TZVPD.

Values from the calculation:
orbital gap = 7.248 eV
net charge = -1
relative energy (zero: lowest compared OMol25 entry of this formula, charge and spin) = 153.9 kJ/mol

XYZ file:
```
48
Properties=species:S:1:pos:R:3:lowdin_charge:R:1
Cl -17.74018 -15.92231 73.68198 0.023
C -15.67702 -16.07135 78.48677 -0.073
C -15.99726 -15.06168 77.33968 -0.263
O -16.15984 -15.76878 76.02699 -0.183
H -16.16418 -17.00317 78.51985 0.039
H -15.68635 -15.60973 79.41201 0.027
H -14.54878 -16.46602 78.29549 0.117
H -15.08644 -14.32434 77.26955 0.129
H -16.79843 -14.60582 77.61165 0.001
H -16.72799 -15.17346 75.51302 -0.090
C -17.44022 -14.75446 69.89387 -0.117
C -18.06074 -13.41180 70.26280 -0.310
O -17.68870 -13.23897 71.60493 -0.161
H -17.66564 -15.29004 68.88829 0.082
H -17.67468 -15.55236 70.55506 0.020
H -16.27749 -14.81824 69.74842 0.100
H -19.01063 -13.44960 69.97849 0.066
H -17.48318 -12.84238 69.68793 0.063
H -18.06451 -13.88814 72.32509 0.040
C -19.10168 -12.86506 77.68833 -0.104
C -19.57013 -13.47619 76.41934 -0.363
O -19.64068 -14.89921 76.27570 -0.152
H -19.28281 -11.72198 77.71646 0.114
H -18.11778 -13.14662 77.85419 0.006
H -19.63304 -13.37243 78.59312 0.109
H -18.92845 -13.17803 75.62257 0.088
H -20.56464 -13.04174 76.39704 0.098
H -19.39491 -15.00647 75.24503 0.051
C -15.59981 -12.93633 75.09678 -0.237
S -16.29201 -11.53704 74.13463 0.800
O -15.98852 -10.38020 74.98560 -0.585
C -15.09804 -11.48956 72.68923 -0.225
H -14.46347 -12.63031 75.06888 0.103
H -15.96273 -13.73180 74.64315 -0.060
H -16.02745 -12.95590 76.12509 0.045
H -13.98344 -11.65434 73.11520 0.100
H -15.29790 -10.77929 72.07769 -0.051
H -15.12864 -12.35572 71.99147 0.053
C -18.67629 -18.73372 75.47307 -0.309
S -18.78564 -18.47530 73.75955 0.662
O -18.78956 -19.84676 73.06387 -0.612
C -20.40673 -17.83127 73.52579 -0.282
H -18.75885 -17.62405 75.98406 0.109
H -17.73613 -19.20307 75.51003 0.015
H -19.38972 -19.49500 75.90969 0.068
H -20.64217 -17.73346 72.46055 0.072
H -20.19592 -16.94262 73.93845 -0.071
H -21.15774 -18.31241 74.10789 0.049
```



# 2
Computed, not measured: a 4-piece molecular cluster, C10H30N2O4 overall at a distorted geometry, with ωB97M-V/def2-TZVPD.

Values from the calculation:
structure (SMILES) = COC[C@H](C)N.COC[C@H](C)N.CCO.O
orbital gap = 9.647 eV
net charge = 0
relative energy (zero: lowest compared OMol25 entry of this formula, charge and spin) = 52.7 kJ/mol

XYZ file:
```
46
Properties=species:S:1:pos:R:3:lowdin_charge:R:1
C -1.45052 -0.55686 -3.54242 -0.164
O -0.89220 -1.02406 -2.39157 -0.207
C -1.79440 -1.73961 -1.60122 -0.215
C -1.02292 -2.32485 -0.43492 -0.412
C -0.05575 -3.49733 -0.80336 -0.065
N -1.84885 -2.72496 0.73605 0.037
H -2.34303 0.20298 -3.43745 0.131
H -1.80397 -1.33693 -4.20719 0.080
H -0.69181 0.03887 -4.12318 0.107
H -2.57462 -1.10014 -1.18982 0.114
H -2.30925 -2.56860 -2.18893 0.150
H -0.34081 -1.52829 -0.05584 0.125
H -0.65078 -4.31009 -1.13145 0.046
H 0.67353 -3.87025 0.01577 0.099
H 0.70983 -3.18416 -1.56288 0.078
H -2.68948 -3.22940 0.51299 0.058
H -2.09727 -1.88703 1.33803 0.076
C -2.45281 1.20685 0.69368 -0.090
O -2.00738 0.33955 1.74708 -0.194
C -0.57532 0.55795 1.86035 -0.235
C 0.03550 -0.32187 2.89183 -0.460
C -0.52289 -0.02690 4.29598 -0.061
N 1.50396 -0.18710 2.92154 0.046
H -3.51191 1.10998 0.68925 0.081
H -2.02826 0.86276 -0.25141 0.052
H -2.05120 2.22875 0.80258 0.098
H -0.03264 0.45331 0.91252 0.103
H -0.37592 1.62230 2.15023 0.139
H -0.20385 -1.42029 2.76652 0.148
H -0.09018 -0.80928 4.97356 0.094
H -1.57838 0.01537 4.26223 0.056
H -0.15797 0.89342 4.71227 0.064
H 1.81248 -0.67776 2.13394 0.036
H 1.71689 0.83714 2.87263 0.093
C 3.53079 2.93669 -0.30190 -0.090
C 3.51576 2.85650 -1.80486 -0.306
O 2.78295 1.73765 -2.33716 -0.097
H 4.30092 2.21761 0.10180 0.086
H 2.58703 2.56206 0.12602 0.070
H 3.84973 3.94475 0.02540 0.083
H 4.49916 2.84550 -2.25461 0.107
H 2.99255 3.71971 -2.23974 0.117
H 3.29040 0.93919 -2.46583 0.086
O -0.13266 1.63757 -1.55028 -0.054
H 0.82632 1.75265 -1.73425 0.023
H -0.34078 0.80668 -1.93201 -0.034
```



# 3
Computed, not measured: C10H30NO8Tl as an isolated structure at a distorted geometry, with ωB97M-V/def2-TZVPD.

Values from the calculation:
orbital gap = 2.319 eV
net charge = +2

XYZ file:
```
50
Properties=species:S:1:pos:R:3:lowdin_charge:R:1
Tl 13.32385 -10.75025 34.64350 1.084
O 16.23948 -10.51808 35.03362 -0.361
H 16.51823 -9.61778 35.29108 -0.018
C 19.07169 -3.82101 34.90534 -0.033
C 19.34724 -5.25384 35.42738 -0.359
C 18.40462 -6.28734 34.84222 -0.174
O 17.09347 -5.85536 35.26118 -0.125
C 16.03713 -6.53708 34.54784 -0.050
N 20.73474 -5.49791 34.95203 0.161
H 18.02437 -3.58367 35.09215 0.083
H 19.23655 -3.70875 33.83374 0.091
H 19.65269 -3.05732 35.42236 0.097
H 19.19707 -5.24351 36.50694 0.156
H 18.62781 -7.27309 35.25035 0.121
H 18.57106 -6.35693 33.76725 0.139
H 15.90465 -6.27335 33.49856 0.108
H 15.09526 -6.13336 34.91928 0.096
H 16.03961 -7.61943 34.67680 0.066
H 20.97164 -6.47862 34.99873 0.096
H 20.74894 -5.27431 33.96719 0.100
C 18.73863 -12.41733 33.24843 -0.113
C 19.09301 -10.84573 33.24589 -0.095
O 17.98341 -9.92712 33.10335 0.050
O 17.87916 -12.75424 34.29603 0.053
H 19.62481 -13.02072 33.44516 0.148
H 18.23464 -12.57856 32.29548 0.159
H 19.91624 -10.74191 32.53906 0.146
H 19.53897 -10.77063 34.23765 0.123
H 17.46868 -10.16627 33.87760 -0.003
H 17.38269 -11.99465 34.60929 0.041
C 13.43075 -8.34543 37.81721 -0.225
C 14.78912 -9.00505 37.94467 -0.159
O 14.72221 -10.45906 37.60481 -0.099
O 13.02305 -8.32725 36.45339 -0.169
H 13.52574 -7.31263 38.15247 0.133
H 12.68356 -8.68910 38.53255 0.138
H 15.19868 -8.81088 38.93595 0.134
H 15.48879 -8.48810 37.28790 0.103
H 15.46961 -10.99173 37.88634 0.059
H 12.61183 -7.46072 36.41305 0.099
C 18.66613 -10.69171 37.64790 -0.178
C 19.73989 -11.73336 37.22281 -0.139
O 20.05314 -12.68482 38.32144 -0.020
O 17.38966 -11.24014 37.45056 -0.045
H 18.69276 -9.76492 37.07481 0.117
H 18.70757 -10.50004 38.72012 0.142
H 20.63816 -11.14367 37.03988 0.119
H 19.42489 -12.33733 36.37187 0.109
H 19.39544 -12.56432 39.01029 0.084
H 16.93909 -10.85224 36.69682 0.013
```



# 4
Computed, not measured: a 9-piece molecular cluster, C10H30O13 overall at a distorted geometry, with ωB97M-V/def2-TZVPD.

Values from the calculation:
structure (SMILES) = C[C@H]1COC(=O)O1.C[C@H]1COC(=O)O1.CO.CO.O.O.O.O.O
orbital gap = 9.441 eV
net charge = 0
relative energy (zero: lowest compared OMol25 entry of this formula, charge and spin) = 0.0 kJ/mol

XYZ file:
```
53
Properties=species:S:1:pos:R:3:lowdin_charge:R:1
C 1.72514 -6.94106 -18.96311 -0.007
C 2.81751 -7.36085 -17.93295 -0.291
C 3.56988 -6.20456 -17.22963 -0.069
O 3.43231 -6.55442 -15.82278 0.040
C 2.60280 -7.64033 -15.63983 -0.515
O 2.25773 -8.13093 -14.59941 0.152
O 2.15719 -8.02352 -16.86349 0.065
H 1.14148 -6.13340 -18.52138 0.081
H 1.00684 -7.74495 -19.12408 0.083
H 2.08512 -6.50273 -19.89391 0.076
H 3.55503 -8.05131 -18.34212 0.142
H 3.10224 -5.23621 -17.40774 0.101
H 4.61265 -6.16158 -17.54406 0.111
C 10.15178 -3.89197 -18.18028 -0.002
C 8.66838 -4.05568 -18.50368 -0.322
C 7.93689 -5.17863 -17.83661 -0.128
O 6.72582 -4.63820 -17.45447 0.055
C 6.83356 -3.28446 -17.42678 -0.547
O 5.98005 -2.46741 -17.15629 0.153
O 8.01098 -2.97048 -17.90047 0.101
H 10.69378 -4.81007 -18.40704 0.088
H 10.27020 -3.64117 -17.12616 0.099
H 10.58931 -3.18793 -18.88809 0.089
H 8.42919 -4.07661 -19.56691 0.159
H 8.43146 -5.40529 -16.89209 0.146
H 7.74999 -6.03794 -18.48063 0.148
C 3.20164 -0.08962 -13.91264 -0.130
O 3.47267 -1.44053 -14.01479 -0.133
H 4.16594 0.41319 -13.83909 0.094
H 2.66200 0.34837 -14.75232 0.069
H 2.47616 0.00196 -13.10431 0.096
H 4.28021 -1.66959 -13.54894 0.105
C 0.12384 -0.37718 -16.45651 -0.150
O -0.03502 0.95458 -15.98519 -0.122
H 1.17422 -0.66839 -16.45803 0.051
H -0.55363 -1.07483 -15.96415 0.088
H -0.27599 -0.44222 -17.46844 0.077
H 0.75352 1.44752 -16.22353 0.066
O 2.01783 -1.00323 -19.43583 -0.054
H 2.47531 -1.77525 -19.76890 -0.007
H 2.03330 -1.10699 -18.48439 -0.016
O 1.99037 -3.74713 -13.52033 -0.029
H 2.56147 -3.02770 -13.78956 0.002
H 2.58844 -4.41775 -13.19046 0.064
O 1.12270 -4.23283 -15.95255 -0.072
H 1.73750 -3.69739 -16.45410 -0.036
H 1.33342 -4.04673 -15.03757 -0.038
O 4.40627 -2.96851 -19.92628 -0.026
H 5.27076 -3.37749 -19.96683 0.031
H 3.96417 -3.26237 -20.72279 0.047
O 2.95014 -2.46766 -16.97400 -0.041
H 3.57829 -3.04049 -17.41393 0.022
H 3.44177 -2.08608 -16.24673 0.035
```



# 5
Computed, not measured: C10H30O2P2SiTc as an isolated structure at a distorted geometry, with ωB97M-V/def2-TZVPD.

Values from the calculation:
2S+1 = 4
orbital gap (spin up / spin down) = 4.920 / 5.509 eV
net charge = +2

XYZ file:
```
46
Properties=species:S:1:pos:R:3:lowdin_spin:R:1
Tc -0.60682 -0.35034 1.23528 1.483
H -0.10339 2.92376 -0.65147 0.255
H 2.41208 -0.43179 -2.74988 -0.012
P -0.86081 1.98910 0.31071 0.291
P 1.53859 -1.04476 -1.68831 0.068
C 0.68422 -2.66339 -0.93791 -0.012
H 1.04018 -3.53632 -1.52081 0.002
H 0.95971 -2.78490 0.11040 0.000
H -0.39361 -2.58151 -1.03264 -0.002
C 0.52623 -1.52592 -3.26542 -0.024
H 0.62232 -0.68955 -3.97222 0.000
H 0.93596 -2.43702 -3.69877 0.001
H -0.52199 -1.65496 -3.00034 -0.001
C 3.15266 -1.92152 -1.17939 -0.019
H 3.16237 -2.04729 -0.08440 0.000
H 3.23643 -2.89858 -1.66232 0.001
H 3.99019 -1.27452 -1.47216 0.000
C -2.22277 2.29874 -0.93996 0.068
H -2.84946 3.09676 -0.54249 0.002
H -1.76858 2.61640 -1.88856 0.002
H -2.80040 1.38740 -1.11826 0.005
C -2.31282 1.44602 1.65507 0.314
H -1.90514 1.27915 2.65310 0.024
H -2.87929 2.36667 1.69664 0.009
H -2.97795 0.67203 1.28501 0.023
C -0.58879 3.47491 1.44609 0.071
H 0.06675 4.21823 0.97027 0.003
H -1.56646 3.94104 1.63557 0.000
H -0.13423 3.16161 2.39719 0.008
C -1.87519 -1.73757 1.42722 0.109
O -2.68293 -2.59924 1.55049 0.118
H -0.68966 -0.24508 -0.40066 -0.014
C 3.72248 -0.35871 3.30031 0.005
Si 1.85637 -0.60737 3.48058 0.025
C 1.49008 -2.37664 4.03877 0.006
C 1.26652 0.70832 4.69949 0.002
O 1.09669 -0.47233 2.03567 0.184
H 4.23644 -0.49870 4.26587 0.001
H 3.95430 0.65810 2.94421 0.000
H 4.15716 -1.07247 2.58269 0.000
H 1.83943 -2.57921 5.06138 0.000
H 0.40701 -2.56268 3.99539 0.002
H 1.97640 -3.09027 3.35882 0.000
H 1.48663 1.72105 4.32339 0.000
H 0.17983 0.63775 4.86778 0.000
H 1.76697 0.59931 5.67660 0.000
```



| no. | molar mass (g mol⁻¹) |
| --- | --- |
| 1 | 329.93 |
| 2 | 242.36 |
| 3 | 496.73 |
| 4 | 358.34 |
| 5 | 370.38 |